# C29H58Cl2NO12P3

A cluster of 6 separate species, C29H58Cl2NO12P3 in total at a distorted geometry (ωB97M-V/def2-TZVPD, the Open Molecules 2025 dataset).

Last column: Löwdin charge in e.
Element x y z (Å)
H: -7.000328 3.661108 -3.146584  0.11
H: 6.691610 -1.165160 -0.840641  0.05
H: -2.828896 5.457923 -4.924089  0.11
C: -2.745867 3.033781 5.454533  -0.08
C: -6.208732 1.345933 -1.923306  -0.27
H: -1.662430 6.681484 -5.382221  0.12
H: -6.931255 1.181189 -1.117756  0.11
C: 0.329688 1.704554 -1.231046  -0.33
C: 4.508361 1.768332 -1.623353  -0.02
H: 2.415865 -6.792041 1.336767  0.11
O: -0.188927 2.738311 -0.734922  0.05
H: -2.800614 3.343585 -1.852832  0.07
C: -2.952152 7.306412 -3.794804  -0.08
O: -0.942984 1.359894 5.532714  -0.17
P: -1.049639 -0.548824 -0.361484  0.69
H: 3.630242 4.470562 -1.023961  0.10
C: -7.794661 3.739780 -1.128996  -0.08
H: -0.675998 4.585182 -2.062367  0.09
N: -0.359314 0.475521 -1.635082  -0.16
H: 5.076147 -8.225865 -0.779722  0.10
C: 2.554488 -0.761215 2.531688  -0.08
H: -0.219466 -2.392586 0.678339  0.06
O: 4.220955 -6.768401 0.421371  -0.17
C: 2.987629 3.710156 -0.435364  -0.07
C: -2.538613 3.835892 -2.792301  -0.08
H: 2.617407 -2.587007 -5.484553  0.08
O: -1.145684 5.637098 -3.727715  -0.16
H: 2.294272 -3.455227 5.888006  0.08
H: -5.362241 0.683911 -1.715681  0.10
C: 4.993972 -7.136271 -0.714588  -0.28
H: -1.889609 -1.176183 5.809062  0.08
H: -3.280497 2.640437 6.321253  0.06
H: -7.422901 3.833953 -0.104998  0.08
C: -2.164715 6.230930 -4.522079  -0.28
H: 1.364911 -4.320107 3.752446  0.12
H: -6.053142 1.106842 -4.064012  0.08
H: -3.482320 3.481025 4.781852  0.08
H: 3.408744 -1.441903 2.503607  0.07
H: -2.283018 8.091938 -3.432910  0.08
O: 6.713680 -1.522978 -1.758619  -0.36
H: 1.922796 4.130261 -0.421718  0.08
H: 6.006760 -6.763352 -0.532986  0.12
C: 1.663283 -1.019899 3.732433  -0.27
H: 2.942373 0.260636 2.556949  0.08
O: -5.703221 2.673196 -1.866312  -0.17
H: 3.527125 -4.325070 4.948927  0.08
H: 1.992098 -0.901822 1.603882  0.05
C: 0.516955 -0.450255 -2.380738  -0.40
C: -1.960389 1.952762 4.733625  -0.28
H: -3.484647 6.907228 -2.929411  0.06
C: 2.851224 -7.151254 0.400299  -0.28
H: 2.561623 -3.440205 2.824193  0.10
H: 1.574915 -8.889566 0.335747  0.08
H: 4.442803 -5.455073 -1.951186  0.06
P: 6.376676 -0.198301 -2.796761  0.62
O: 0.109457 -1.784414 -0.021961  -0.35
O: 0.011331 -1.405784 -2.996955  0.06
H: -1.796058 1.442256 7.419257  0.10
C: 2.009294 0.076097 -2.237198  0.00
H: 3.475231 -6.894151 -2.254012  0.07
H: 3.138257 -9.160993 1.136384  0.08
C: 3.124143 2.322429 -1.199467  -0.11
H: 3.533238 -2.560748 5.013083  0.07
H: 0.835190 -0.304474 3.715599  0.11
Cl: 7.803560 1.326110 -2.315368  0.14
H: -6.084673 4.653913 -2.031112  0.11
H: -2.625889 1.179446 4.334569  0.11
C: 2.641584 -8.652068 0.305686  -0.08
C: -1.575776 4.982054 -2.539978  -0.28
C: 4.482469 -6.544957 -2.015780  -0.07
H: -7.128694 -0.065481 -3.271813  0.08
O: 1.076339 -2.315949 3.736612  -0.17
H: 3.049470 -9.063324 -0.619507  0.07
H: 3.423911 3.707092 0.627660  0.10
Cl: -2.804910 -1.399274 -1.242714  0.16
H: -0.473259 0.315747 7.201506  0.12
H: -1.455984 2.397898 3.871959  0.12
C: 2.886862 -3.439347 4.969191  -0.08
O: 4.761396 -2.537555 -4.173065  -0.36
C: 4.632121 0.369793 -2.339318  -0.31
H: 2.199876 -0.844320 4.669811  0.11
O: 2.200441 -2.482744 -4.600732  -0.18
H: -3.264773 -0.093391 6.006945  0.07
C: 3.372636 -0.522871 -2.651857  -0.15
C: 1.871062 1.459248 -1.526090  0.03
H: -3.690717 7.755239 -4.464379  0.08
O: 3.249502 -3.371140 -2.186924  -0.18
H: 5.438738 2.401208 -1.381457  0.08
H: -7.656904 1.599649 -3.527832  0.06
H: -8.390954 2.826655 -1.176837  0.07
H: 3.510004 -2.862704 -1.377879  0.08
C: 1.979557 -3.416026 3.752221  -0.28
H: 2.324791 -6.626628 -0.404671  0.11
H: -2.600806 -0.921237 7.417964  0.08
H: -2.088155 3.097318 -3.462225  0.08
C: -2.338686 -0.433964 6.475289  -0.08
P: 3.450094 -2.217561 -3.450837  0.65
C: -6.639063 3.715136 -2.113615  -0.28
H: -8.456900 4.583307 -1.341077  0.08
C: -1.373802 0.711891 6.721976  -0.28
H: 5.137459 -6.823933 -2.845176  0.08
H: -2.075164 3.819363 5.813278  0.08
H: -3.465055 4.177017 -3.259461  0.06
H: -1.999062 5.708912 -1.839221  0.11
C: -6.797069 0.976011 -3.273073  -0.08

Force components x, y, z for each atom (eV/Å):
-0.09 -0.03 0.03
0.07 -0.67 -0.48
-0.07 0.03 0.07
-0.03 0.04 0.15
0.05 -0.06 -0.04
0.13 -0.12 0.13
-0.10 0.00 -0.04
0.55 2.14 1.36
-3.41 -1.92 -0.56
0.21 0.07 -0.02
1.83 -4.49 -1.91
0.02 0.04 -0.10
-0.04 0.04 0.14
0.17 0.02 -0.09
-0.89 0.16 2.21
-0.98 -1.17 0.91
-0.08 -0.09 0.10
-0.04 0.21 -0.22
1.45 -1.44 0.15
-0.06 -0.04 -0.04
0.13 -0.13 -0.16
0.08 0.67 -0.49
0.00 0.10 0.20
0.63 0.42 -0.82
-0.09 0.02 -0.07
0.12 0.10 0.90
0.13 0.10 -0.13
0.02 -0.04 -0.09
0.02 0.26 0.03
0.04 0.02 -0.13
0.01 0.05 0.09
-0.06 0.00 -0.07
-0.01 0.04 -0.09
0.04 -0.04 0.06
-0.12 0.19 -0.02
-0.03 -0.05 0.09
0.08 -0.04 0.03
0.04 0.08 0.04
-0.04 -0.05 -0.07
-0.68 2.90 0.16
1.52 -0.99 0.00
-0.18 0.01 0.19
-0.08 0.13 -0.02
-0.06 -0.06 0.02
0.12 0.09 0.03
-0.08 0.06 -0.01
0.02 0.05 0.06
-0.31 -1.16 -2.11
-0.02 -0.01 0.03
-0.06 -0.01 -0.07
0.06 0.00 -0.06
0.08 0.02 0.05
0.08 0.04 0.02
0.06 -0.15 -0.06
0.30 -2.08 -1.26
-1.43 1.09 -1.27
2.39 3.17 2.28
-0.10 0.00 0.00
1.76 2.26 0.93
0.07 -0.05 -0.05
-0.07 0.06 -0.03
-0.35 -2.43 -1.06
0.05 -0.07 -0.05
-0.04 -0.24 0.09
-1.11 -0.52 0.62
0.14 -0.18 0.01
-0.06 0.03 0.06
0.07 -0.13 -0.04
0.02 -0.13 -0.01
-0.13 0.07 0.00
0.06 0.07 0.02
-0.19 -0.08 -0.10
-0.09 0.03 -0.01
-0.74 -0.36 -1.58
1.40 0.11 0.02
0.01 0.15 -0.20
0.13 -0.13 0.13
0.05 0.09 0.10
-2.65 1.54 1.80
-2.58 1.94 2.36
0.08 -0.01 -0.02
1.74 0.79 2.46
0.00 0.00 0.11
-1.27 3.54 1.72
2.74 -1.68 -1.19
0.08 -0.03 0.03
-0.21 3.38 -1.43
-1.58 -1.31 -0.54
-0.03 -0.09 0.04
-0.04 0.06 -0.06
-0.36 -0.76 -0.58
0.03 0.03 0.03
0.00 -0.08 -0.05
0.05 0.04 -0.06
0.01 0.04 0.07
-0.12 -0.05 -0.15
1.95 -3.26 -2.39
0.01 -0.08 0.02
0.07 -0.05 0.02
0.01 -0.08 0.00
-0.02 0.03 0.09
-0.04 -0.05 -0.08
-0.02 -0.05 0.12
-0.11 0.00 0.00
-0.08 0.11 -0.14

Calculated values
- E_tot: -109982.17616 eV
- SMILES string: Cc1cc(P(O)Cl)c(P(=O)(O)O)c2c1C(=O)N(P(O)Cl)C2=O.CCOCC.CCOCC.CCOCC.CCOCC.CCOCC